A cluster of 2 separate species, C3H2Cl2O in total in a non-equilibrium geometry, computed with ωB97M-V/def2-TZVPD.

The geometry in ORCA input format:
```
! wB97M-V def2-TZVPD RIJCOSX def2/J DEFGRID3
* xyz 0 1
C 0.492 -1.364 1.542
C -0.173 0.335 -0.255
C -0.609 0.741 -1.445
O -0.230 -1.496 2.455
Cl 2.063 -1.814 1.240
Cl -0.754 2.453 -1.783
H 0.112 1.020 0.524
H -0.900 0.125 -2.278
*
```

Summary:
orbital gap (spin up / spin down)	8.1 / 8.9	eV
E_LUMO (spin up / spin down)	-1.04 / -0.93	eV
HOMO energy (spin up / spin down)	-9.150 / -9.819	eV

Atomic charges from the Mulliken analysis, expressed in e, are listed below: C 0.388; C -0.392; C -0.094; O -0.296; Cl -0.035; Cl -0.174; H 0.264; H 0.339



An isolated molecule of C3H2Cl2OS2, computed with ωB97M-V/def2-TZVPD.

The geometry in ORCA input format:
```
! wB97M-V def2-TZVPD RIJCOSX def2/J DEFGRID3
* xyz 0 1
C -0.563 -1.341 0.185
C 0.472 -0.333 -0.315
C 0.063 1.112 -0.034
O -1.542 -1.650 -0.427
S -0.140 -2.027 1.744
S 0.251 1.656 1.663
Cl 1.120 2.183 -1.032
Cl -1.642 1.389 -0.523
H 1.448 -0.521 0.140
H 0.534 -0.467 -1.400
*
```

Summary:
orbital gap (spin up / spin down)	6.9 / 7.1	eV
E_LUMO (spin up / spin down)	-2.92 / -2.93	eV
HOMO energy (spin up / spin down)	-9.795 / -10.039	eV

Atomic charges from the Mulliken analysis, expressed in e, are listed below: C 0.528; C -0.928; C 0.330; O -0.458; S -0.031; S 0.020; Cl -0.137; Cl -0.103; H 0.450; H 0.329



A structure of composition C3H2ClF6MgNO8S2 in a non-equilibrium geometry, computed with ωB97M-V/def2-TZVPD.

The geometry in ORCA input format:
```
! wB97M-V def2-TZVPD RIJCOSX def2/J DEFGRID3
* xyz -2 1
Mg -0.083 0.044 -0.393
O -0.967 0.910 2.687
Cl -1.308 -0.406 2.233
O -2.328 -0.987 3.055
O -0.131 -1.236 2.185
O -1.813 -0.303 0.841
F -1.629 3.441 -3.701
C -0.529 3.659 -2.951
F -0.303 4.984 -2.964
F 0.492 3.061 -3.568
S -0.797 3.052 -1.190
O -0.934 1.586 -1.501
O -2.074 3.712 -0.886
N 1.933 3.497 -0.869
S 2.508 2.191 -0.344
O 3.628 2.310 0.566
O 1.560 1.117 0.052
C 3.332 1.322 -1.769
F 3.957 0.191 -1.394
F 4.266 2.114 -2.337
F 2.456 0.992 -2.728
C 0.195 -1.712 -1.396
H 0.929 -1.866 -2.196
H -0.394 -2.628 -1.278
*
```

Summary:
orbital gap (spin up / spin down)	7.7 / 6.2	eV
E_LUMO (spin up / spin down)	5.19 / 4.48	eV
HOMO energy (spin up / spin down)	-2.528 / -1.739	eV

Atomic charges from the Mulliken analysis, expressed in e, are listed below: Mg 1.266; O -0.589; Cl 1.746; O -0.698; O -0.611; O -0.704; F -0.262; C 0.616; F -0.263; F -0.207; S 0.299; O -0.839; O -0.557; N -0.561; S 1.016; O -0.641; O -0.444; C 0.642; F -0.243; F -0.273; F -0.240; C -1.097; H 0.317; H 0.324



An isolated molecule of C3H2ClFO2 in a non-equilibrium geometry, computed with ωB97M-V/def2-TZVPD.

The geometry in ORCA input format:
```
! wB97M-V def2-TZVPD RIJCOSX def2/J DEFGRID3
* xyz 0 1
C 0.477 -0.701 0.684
C 0.317 -0.102 -0.680
C -0.669 1.166 -0.597
H 1.332 -1.374 0.680
H -1.464 1.065 0.192
O 0.752 -0.604 -1.660
O -0.409 2.166 -1.192
F 0.580 0.245 1.641
Cl -0.917 -1.860 0.932
*
```

Summary:
orbital gap	9.3	eV
SMILES	O=CC(=O)[C@@H](F)Cl
E_LUMO	-0.73	eV
HOMO energy	-10.040	eV

Atomic charges from the Mulliken analysis, expressed in e, are listed below: C 0.046; C 0.513; C 0.024; H 0.309; H 0.291; O -0.447; O -0.393; F -0.215; Cl -0.129



An isolated molecule of C3H2ClFO2 in a non-equilibrium geometry, computed with ωB97M-V/def2-TZVPD.

The geometry in ORCA input format:
```
! wB97M-V def2-TZVPD RIJCOSX def2/J DEFGRID3
* xyz 0 1
C 0.873 0.347 -0.277
C -0.302 -0.050 0.211
C -1.974 -1.691 0.286
H -0.892 0.551 0.865
H -2.108 -2.731 0.069
O -0.742 -1.338 -0.129
O -2.724 -1.003 0.936
F 1.537 -0.444 -1.046
Cl 1.489 1.957 0.042
*
```

Summary:
orbital gap	10.4	eV
SMILES	O=CO/C=C(\F)Cl
E_LUMO	0.75	eV
HOMO energy	-9.625	eV

Atomic charges from the Mulliken analysis, expressed in e, are listed below: C 0.471; C -0.318; C 0.168; H 0.367; H 0.382; O -0.249; O -0.483; F -0.184; Cl -0.154



An isolated molecule of C3H2ClIN2 in a non-equilibrium geometry, computed with ωB97M-V/def2-TZVPD.

The geometry in ORCA input format:
```
! wB97M-V def2-TZVPD RIJCOSX def2/J DEFGRID3
* xyz 0 1
C -1.579 0.006 -0.077
C -1.410 1.170 0.636
C 1.604 -0.076 -0.766
N -0.629 -0.856 -0.227
N 0.714 -0.684 0.041
Cl -0.734 2.566 0.091
I 3.597 -0.290 -0.128
H -2.495 -0.406 -0.480
H 0.931 -1.430 0.910
*
```

Summary:
orbital gap (spin up / spin down)	6.9 / 6.9	eV
E_LUMO (spin up / spin down)	-1.67 / -1.67	eV
HOMO energy (spin up / spin down)	-8.583 / -8.583	eV

Atomic charges from the Mulliken analysis, expressed in e, are listed below: C 0.131; C -0.116; C -0.268; N -0.587; N 0.127; Cl 0.036; I -0.017; H 0.400; H 0.294



The evaluated ΔE to the lowest compared entry with this formula, charge and spin for the records listed, in turn: 409.8; 195.1; 100.3; 88.2; 62.4; 623.9 kJ/mol.
The evaluated DFT total energy for the records listed, in turn: -1110.97049; -1907.42088; -2827.83063; -826.00652; -826.01633; -982.64344 hartree.